(1)
One molecule with the formula C20H25NO2S, computed with wB97M-V/def2-TZVPD.

Cartesian coordinates (Å):
1 N -3.250 -3.478 0.955
2 O 3.229 1.478 -3.019
3 O -0.841 0.864 0.698
4 S -4.507 -1.405 2.125
5 C -2.328 -4.428 0.924
6 C -3.206 -2.586 1.940
7 C -1.247 -4.482 1.812
8 C -2.197 -2.612 2.909
9 C -1.183 -3.581 2.851
10 C 1.268 1.951 0.059
11 C 1.235 0.437 -2.265
12 C 2.283 1.353 -2.049
13 C 0.228 1.063 -0.164
14 C 2.295 2.162 -0.876
15 C 0.168 0.310 -1.299
16 C 5.241 3.863 0.908
17 C -0.867 -1.982 -1.550
18 C -2.011 0.025 -2.412
19 C -3.597 0.183 1.734
20 C 3.363 3.174 -0.575
21 C 4.276 2.736 0.549
22 C -3.085 0.116 0.291
23 C -1.606 -0.214 0.162
24 C -1.081 -0.480 -1.291
25 H 3.055 0.875 -3.768
26 H -2.281 -5.160 0.129
27 H -0.485 -5.278 1.693
28 H -2.248 -1.905 3.744
29 H -0.333 -3.672 3.540
30 H 1.219 2.515 0.984
31 H 1.289 -0.180 -3.162
32 H 5.801 3.622 1.773
33 H 4.744 4.800 1.107
34 H 5.908 4.016 0.043
35 H -0.089 -2.372 -0.858
36 H -0.531 -2.154 -2.584
37 H -1.831 -2.532 -1.397
38 H -1.563 -0.040 -3.397
39 H -2.212 1.099 -2.212
40 H -2.936 -0.575 -2.428
41 H -2.817 0.446 2.437
42 H -4.362 1.003 1.793
43 H 3.969 3.311 -1.474
44 H 2.858 4.143 -0.399
45 H 3.677 2.436 1.434
46 H 4.851 1.829 0.251
47 H -3.650 -0.672 -0.220
48 H -3.239 1.071 -0.198
49 H -1.372 -1.089 0.753

Cartesian forces (eV/Å) of the 6 atoms listed first:
-0.6 -0.2 -0.4
0.7 0.1 -0.4
0.8 0.6 -0.3
0.1 1.0 0.0
1.5 0.2 0.4
0.9 -0.4 0.7

- energy relative to the best compared isomer or geometry (same formula, charge and spin) (kJ/mol) = 0.0
- orbital gap (eV) = 8.461
- multiplicity = 1
- LUMO level (Ha) = 0.025
- SMILES = CCCc1cc2c(cc1O)C(C)(C)[C@H](CCSc1ccccn1)O2


(2)
C20H25NO2Tl as an isolated structure, computed with wB97M-V/def2-TZVPD.

Cartesian coordinates (Å):
1 Tl 0.264 -0.124 0.325
2 C 1.964 2.467 -1.361
3 C 2.844 1.446 -0.914
4 C 2.531 0.247 -1.634
5 H 3.612 1.546 -0.145
6 C 1.474 0.555 -2.563
7 C 1.137 1.932 -2.390
8 H 0.368 2.468 -2.943
9 H 1.957 3.500 -1.011
10 H 3.032 -0.713 -1.544
11 H 1.032 -0.136 -3.274
12 C -2.044 2.051 1.110
13 C -1.998 2.527 -0.234
14 C -2.584 1.544 -1.080
15 H -1.614 3.497 -0.552
16 C -2.982 0.446 -0.271
17 C -2.638 0.748 1.087
18 H -2.841 0.120 1.948
19 H -1.701 2.573 1.990
20 H -2.706 1.614 -2.159
21 H -3.493 -0.456 -0.612
22 O -0.591 -1.947 -0.785
23 C -2.090 -3.257 -1.778
24 C -1.235 -4.116 -0.911
25 C -1.664 -2.768 -3.094
26 C -3.517 -3.230 -1.428
27 C -0.704 -3.075 0.102
28 H -0.386 -4.479 -1.510
29 H -1.761 -4.952 -0.431
30 H -1.483 -2.834 0.873
31 H 0.230 -3.401 0.627
32 H -1.511 -3.620 -3.781
33 H -0.724 -2.178 -3.105
34 H -2.449 -2.129 -3.514
35 H -3.943 -4.225 -1.612
36 H -4.043 -2.509 -2.045
37 H -3.674 -2.989 -0.370
38 O 0.787 0.370 2.719
39 N 1.812 1.189 2.981
40 C 2.982 0.652 3.446
41 C 4.024 1.481 3.773
42 C 3.909 2.861 3.592
43 C 2.721 3.368 3.054
44 C 1.676 2.523 2.717
45 H 3.012 -0.435 3.551
46 H 4.933 1.033 4.159
47 H 4.726 3.526 3.859
48 H 2.592 4.432 2.860
49 H 0.753 2.857 2.277

Cartesian forces (eV/Å) of the 6 atoms listed first:
-0.3 0.5 -1.3
0.2 -0.4 -0.4
-0.4 -0.4 -0.6
-0.3 1.0 -0.5
-0.2 0.0 -0.1
0.8 0.7 0.8

- total charge = -2
- orbital gap (alpha / beta) (eV) = 4.081 / 4.450
- multiplicity = 2
- LUMO level (alpha / beta) (Ha) = 0.163 / 0.163


(3)
One molecule with the formula C20H25NO3, computed with wB97M-V/def2-TZVPD.

Cartesian coordinates (Å):
1 O 0.640 1.859 -6.520
2 O -0.945 0.563 -3.537
3 O 1.292 -0.300 -5.756
4 C 0.989 1.115 -5.596
5 C 0.255 0.637 -3.260
6 C -1.046 -1.096 -1.170
7 C 1.306 0.638 2.526
8 C 0.566 0.054 3.613
9 C -1.022 -1.408 2.352
10 C -0.765 -1.062 1.046
11 C 0.191 -0.190 0.454
12 C 0.030 -0.282 -0.941
13 C -1.478 -1.593 0.042
14 C 1.124 0.581 1.127
15 C -0.472 -0.948 3.534
16 N 0.734 0.279 -1.989
17 C -2.466 -2.717 0.076
18 C 1.921 1.575 0.352
19 C 2.122 3.849 -4.460
20 C -0.895 -3.156 4.869
21 C -2.467 -1.207 5.129
22 C 1.180 1.499 -4.098
23 C 0.957 3.022 -3.950
24 C -1.046 -1.584 4.782
25 H 1.125 -0.618 -6.615
26 H -1.568 -1.245 -2.139
27 H 2.045 1.360 2.821
28 H 0.907 0.445 4.651
29 H -1.668 -2.289 2.389
30 H 1.624 0.643 -1.782
31 H -3.039 -2.806 -0.899
32 H -2.076 -3.651 0.472
33 H -3.300 -2.510 0.791
34 H 1.296 2.166 -0.236
35 H 2.554 2.234 0.925
36 H 2.610 1.025 -0.352
37 H 1.755 4.846 -4.661
38 H 2.931 3.913 -3.686
39 H 2.485 3.369 -5.482
40 H -1.244 -3.354 5.881
41 H 0.160 -3.393 4.760
42 H -1.501 -3.789 4.163
43 H -3.217 -1.775 4.579
44 H -2.581 -0.125 4.936
45 H -2.546 -1.381 6.157
46 H 2.194 1.348 -3.729
47 H -0.044 3.324 -4.350
48 H 0.857 3.260 -2.869
49 H -0.465 -1.126 5.647

Cartesian forces (eV/Å) of the 6 atoms listed first:
1.1 -2.6 3.0
1.6 -0.5 -0.2
-0.1 3.4 2.6
0.0 -0.7 -2.2
-2.6 1.1 1.9
-1.3 -0.4 -1.3

- energy relative to the best compared isomer or geometry (same formula, charge and spin) (kJ/mol) = 439.6
- orbital gap (eV) = 6.436
- multiplicity = 1
- LUMO level (Ha) = -0.017
- SMILES = CC[C@H](C(=O)O)C(=O)Nc1cc(C)c2cc(C(C)C)ccc(C)c1-2


(4)
C20H26AuNPSSi as an isolated structure, computed with wB97M-V/def2-TZVPD.

Cartesian coordinates (Å):
1 Au 0.358 0.437 0.779
2 C 1.872 -4.065 -2.930
3 C 1.123 -4.686 -1.935
4 C 0.335 -3.923 -1.070
5 C 0.285 -2.523 -1.189
6 C 1.049 -1.912 -2.199
7 C 1.834 -2.679 -3.064
8 Si -0.762 -1.501 -0.013
9 C -2.301 -1.103 -1.010
10 C -2.300 -0.073 -1.968
11 C -3.455 0.223 -2.697
12 C -4.625 -0.500 -2.481
13 C -4.644 -1.522 -1.536
14 C -3.491 -1.824 -0.806
15 H 2.482 -4.660 -3.604
16 H 1.150 -5.768 -1.830
17 H -0.241 -4.438 -0.302
18 H 1.041 -0.832 -2.333
19 H 2.415 -2.194 -3.843
20 H -1.143 -2.341 1.133
21 H -1.402 0.509 -2.164
22 H -3.438 1.018 -3.438
23 H -5.521 -0.269 -3.050
24 H -5.555 -2.089 -1.366
25 H -3.536 -2.630 -0.075
26 S -0.730 2.322 0.009
27 C 0.672 3.025 -0.422
28 N 1.347 3.810 0.467
29 C 2.524 4.409 0.133
30 C 3.067 4.229 -1.141
31 C 2.393 3.430 -2.065
32 C 1.188 2.822 -1.708
33 H 0.964 3.962 1.428
34 H 3.041 5.027 0.856
35 H 4.002 4.704 -1.409
36 H 2.803 3.282 -3.056
37 H 0.666 2.202 -2.427
38 C -0.893 1.471 3.951
39 P 0.358 0.437 3.096
40 C 0.088 -1.163 3.951
41 C 1.878 1.004 3.951
42 H -0.805 1.398 5.039
43 H -1.902 1.158 3.670
44 H -0.775 2.522 3.670
45 H 0.107 -1.050 5.039
46 H 0.864 -1.880 3.670
47 H -0.881 -1.586 3.670
48 H 1.771 0.964 5.039
49 H 2.112 2.035 3.670
50 H 2.729 0.376 3.670
51 H 1.881 0.437 0.240

Cartesian forces (eV/Å) of the 6 atoms listed first:
0.5 -0.3 0.4
-0.1 0.0 0.1
-0.2 0.2 0.0
0.2 0.1 -0.1
0.7 0.2 0.2
0.1 -0.5 -0.2

- total charge = +1
- orbital gap (alpha / beta) (eV) = 5.594 / 5.493
- multiplicity = 1
- LUMO level (alpha / beta) (Ha) = -0.190 / -0.188